Entry 1:
The following is a quantum chemistry calculation of C33H39F5N6S2SeSi2TeV as an isolated structure in a non-equilibrium geometry, from OMol25.

Last column: Mulliken spin population.
Geometry (Å):
V -1.394 -0.619 0.108  2.84
C 2.077 -1.186 -3.363  0.00
Si 0.805 -2.076 -2.319  0.04
C 1.772 -2.927 -0.943  0.01
C 0.072 -3.486 -3.311  0.00
N -0.415 -0.950 -1.765  -0.04
C -0.941 -0.018 -2.626  -0.04
C -0.952 -0.108 -4.042  0.00
C -1.395 0.937 -4.854  0.00
C -1.855 2.096 -4.290  0.00
C -1.904 2.196 -2.911  0.00
C -1.577 1.157 -2.071  0.07
N -1.873 1.214 -0.712  -0.08
Si -2.858 2.445 -0.048  0.02
C -4.478 2.736 -0.947  0.00
C -2.141 4.161 0.052  0.00
C -3.394 1.916 1.703  0.02
H 2.737 -1.934 -3.856  0.00
H 2.718 -0.689 -2.621  0.00
H 1.611 -0.482 -4.025  0.00
H 2.712 -3.247 -1.348  0.00
H 1.297 -3.849 -0.526  0.00
H 1.961 -2.180 -0.208  0.01
H -0.453 -4.206 -2.683  0.00
H 0.853 -4.038 -3.829  0.00
H -0.598 -3.135 -4.080  0.00
H -0.576 -1.017 -4.511  0.00
H -1.365 0.782 -5.956  0.00
H -2.268 2.895 -4.897  0.00
H -2.357 3.069 -2.457  0.00
H -4.428 3.449 -1.779  0.00
H -5.170 3.154 -0.208  0.00
H -4.923 1.783 -1.274  0.00
H -1.597 4.567 -0.814  0.00
H -1.474 4.352 0.945  0.00
H -3.033 4.827 0.087  0.00
H -2.635 1.402 2.309  -0.01
H -4.269 1.325 1.609  0.00
H -3.725 2.799 2.262  0.00
N 0.147 2.420 1.713  -0.01
C 0.851 1.190 1.684  0.04
N 0.056 0.045 1.692  -0.02
C 0.659 -0.947 2.396  0.03
C 1.653 -0.638 3.260  0.02
S 1.980 1.070 3.162  0.00
C 0.182 -2.304 2.125  0.01
C 0.585 -3.465 2.694  0.00
S -0.143 -4.845 1.953  0.00
C -1.074 -3.766 0.948  0.03
N -0.807 -2.510 1.182  -0.07
N -1.781 -4.343 -0.075  0.01
H -0.390 2.556 0.884  0.00
H -0.494 2.439 2.493  0.00
H 2.261 -1.326 3.843  0.00
H 1.335 -3.654 3.488  0.00
H -2.328 -5.143 0.250  0.00
H -2.372 -3.643 -0.557  -0.01
F -6.514 -4.998 3.457  0.00
C -5.895 -4.245 2.532  0.00
C -5.038 -3.217 2.876  0.00
F -4.800 -3.006 4.186  0.00
C -4.368 -2.490 1.919  0.06
F -3.573 -1.523 2.401  0.02
C -4.615 -2.670 0.533  -0.04
Se -3.836 -1.562 -0.809  0.04
C -5.479 -3.742 0.221  -0.01
F -5.705 -4.050 -1.095  0.00
C -6.107 -4.504 1.200  0.00
F -6.917 -5.519 0.806  0.00
C 7.843 3.453 1.401  0.00
C 6.452 2.946 1.130  0.00
C 5.379 3.811 1.052  0.00
C 4.071 3.354 0.825  0.00
C 2.963 4.336 0.645  0.00
C 3.874 1.989 0.650  0.00
Te 2.082 1.260 -0.193  0.01
C 4.944 1.078 0.834  0.00
C 4.766 -0.412 0.700  0.00
C 6.211 1.584 1.058  0.00
H 7.904 4.520 1.623  0.00
H 8.611 3.223 0.648  0.00
H 8.216 2.945 2.277  0.00
H 5.506 4.894 1.193  0.00
H 3.226 5.351 0.950  0.00
H 2.055 4.021 1.211  0.00
H 2.677 4.446 -0.409  0.00
H 3.865 -0.740 1.166  0.00
H 5.576 -0.981 1.196  0.00
H 4.700 -0.692 -0.340  0.00
H 7.038 0.885 1.219  0.00

spin multiplicity: 4
lowest unoccupied orbital energy (spin up / spin down): 3.820 / 3.818 eV
Kohn-Sham gap (spin up / spin down): 0.154 / 0.175 Ha
calculated total energy: -193140.2811 eV
⟨S²⟩: 3.76
total charge: -2

Entry 2:
The following is a quantum chemistry calculation of the molecule C21H22N4O4 in a non-equilibrium geometry, from OMol25.

Last column: Löwdin charge in e.
Geometry (Å):
C -0.194 0.188 -3.144  -0.05
C 0.271 -0.877 -2.169  -0.22
H -0.378 -0.921 -1.287  0.11
H 0.271 -1.870 -2.632  0.13
O 1.599 -0.558 -1.756  -0.01
C 2.150 -1.428 -0.879  -0.56
O 1.563 -2.393 -0.443  0.09
N 3.425 -1.109 -0.559  -0.05
C 4.101 -1.873 0.467  -0.12
H 3.661 -2.870 0.489  0.12
C 3.974 -1.185 1.841  -0.10
H 4.904 -1.302 2.397  0.12
H 3.177 -1.645 2.427  0.12
C 3.672 0.304 1.654  -0.28
N 2.245 0.472 1.427  0.12
C 1.676 1.656 1.121  -0.44
O 2.273 2.715 1.125  0.08
C 0.234 1.570 0.733  -0.10
C -0.618 0.617 1.189  0.03
N -1.920 0.560 0.790  0.11
C -2.435 1.472 -0.131  -0.25
N -3.651 1.428 -0.574  0.15
C -4.488 0.459 -0.125  -0.22
C -5.802 0.410 -0.617  -0.01
C -6.670 -0.554 -0.169  -0.07
C -6.266 -1.499 0.779  -0.08
C -4.985 -1.472 1.274  -0.01
C -4.082 -0.498 0.830  -0.07
C -2.735 -0.470 1.349  -0.34
O -2.264 -1.218 2.180  0.09
H -4.643 -2.188 2.006  0.12
H -6.963 -2.249 1.119  0.10
H -7.680 -0.586 -0.551  0.10
H -6.099 1.147 -1.346  0.11
C -1.553 2.501 -0.581  0.01
C -0.270 2.560 -0.161  0.01
H 0.406 3.338 -0.480  0.13
H -1.975 3.217 -1.267  0.12
H -0.357 -0.148 1.909  0.14
H 1.704 -0.373 1.331  0.12
C 4.490 0.841 0.470  -0.11
H 5.541 0.621 0.662  0.12
C 4.020 0.182 -0.837  -0.12
H 3.272 0.801 -1.331  0.12
H 4.865 0.051 -1.521  0.13
H 4.370 1.921 0.404  0.11
H 3.939 0.869 2.556  0.15
H 5.151 -1.955 0.175  0.13
H 0.440 0.188 -4.026  0.08
H -1.219 -0.013 -3.440  0.08
H -0.145 1.168 -2.678  0.06

SMILES string: CCOC(=O)N1CCC(NC(=O)c2ccc3nc4ccccc4c(=O)n3c2)CC1
lowest unoccupied orbital energy: -0.322 eV
Kohn-Sham gap: 0.285 Ha
calculated total energy: -36286.8071 eV
total charge: 0